{
  "formula": "C16H22O21Pb",
  "method": "the ωB97M-V functional and the def2-TZVPD basis",
  "lumo_energy_ev": -0.89,
  "e_homo_ev": -2.98,
  "energy_ha": -2395.57065,
  "charge": -2,
  "orbital_gap_ev": 2.1,
  "elements": ["Pb", "O", "C", "O", "O", "H", "O", "C", "O", "O", "H", "O", "C", "O", "O", "H", "O", "C", "O", "O", "H", "C", "C", "C", "O", "C", "O", "O", "H", "H", "H", "H", "H", "H", "C", "C", "C", "O", "C", "O", "O", "H", "H", "H", "H", "H", "H", "C", "C", "C", "O", "C", "O", "O", "H", "H", "H", "H", "H", "H"],
  "coordinates": [[-5.566, 3.095, 8.808], [-2.280, 7.750, 14.104], [-2.247, 7.045, 12.991], [-3.250, 6.620, 12.438], [-1.141, 6.866, 12.478], [-3.235, 7.844, 14.088], [0.942, -0.872, 7.741], [0.346, 0.285, 8.031], [-0.865, 0.383, 7.986], [1.042, 1.307, 8.366], [0.102, -1.201, 7.414], [-11.910, 0.561, 10.342], [-10.755, 1.077, 10.073], [-9.947, 0.384, 9.466], [-10.520, 2.280, 10.228], [-12.297, 1.355, 10.719], [-2.589, 8.897, 5.111], [-2.367, 7.758, 5.703], [-3.301, 7.063, 5.974], [-1.200, 7.507, 6.133], [-3.497, 8.611, 4.988], [0.234, -3.056, 15.047], [-0.844, -3.188, 14.020], [-2.143, -3.978, 14.452], [-3.156, -3.072, 14.135], [-2.694, -1.890, 13.868], [-3.385, -0.871, 13.656], [-1.335, -1.876, 13.786], [0.580, -4.048, 15.335], [-0.302, -2.611, 15.885], [1.084, -2.493, 14.662], [-0.486, -3.422, 13.018], [-2.125, -4.157, 15.527], [-2.212, -4.941, 13.945], [-5.224, -4.393, 0.385], [-4.913, -2.910, 0.479], [-5.863, -1.979, -0.266], [-6.198, -1.043, 0.766], [-5.536, -1.271, 1.870], [-5.595, -0.593, 2.843], [-4.892, -2.425, 1.732], [-4.455, -4.984, 0.882], [-5.291, -4.749, -0.643], [-6.129, -4.609, 0.953], [-3.879, -2.755, 0.172], [-6.764, -2.478, -0.623], [-5.413, -1.405, -1.076], [-12.562, 4.298, -0.080], [-11.015, 4.544, 0.065], [-10.578, 6.074, 0.014], [-10.036, 6.385, 1.278], [-10.183, 5.275, 2.076], [-9.810, 5.229, 3.230], [-10.733, 4.305, 1.426], [-12.908, 4.484, -1.097], [-13.059, 4.968, 0.622], [-12.759, 3.242, 0.105], [-10.400, 3.991, -0.645], [-11.430, 6.717, -0.205], [-9.889, 6.123, -0.830]],
  "forces_ev_per_angstrom": [[0.118, 0.083, 0.102], [-1.160, 0.952, 1.499], [3.121, -1.166, -2.778], [-3.178, -0.383, 0.095], [1.815, -0.085, 0.052], [-0.733, 0.603, 1.144], [0.066, -0.834, -0.501], [2.617, 5.687, 2.131], [-2.948, -1.223, -0.658], [0.302, -1.920, -0.473], [-0.150, -1.785, -0.502], [-3.244, -0.709, 1.572], [4.467, 0.975, -3.263], [1.280, -2.677, -0.590], [-1.149, 2.450, 1.816], [-1.047, 0.078, 0.389], [-0.610, 1.871, -1.792], [6.334, -1.055, 3.484], [-4.238, -2.778, 0.161], [-0.173, 0.460, -0.993], [-1.453, 1.423, -0.893], [-0.309, -0.903, 0.110], [-0.301, 0.036, -0.933], [2.320, 0.181, 0.047], [-1.640, -1.676, 0.270], [-0.947, 5.892, -1.723], [2.178, -3.714, 0.927], [-1.563, 0.448, 0.505], [0.122, -0.057, 0.131], [0.692, 0.299, 0.309], [-0.245, 0.219, 0.272], [0.190, -0.980, 0.171], [-0.103, 0.021, 0.120], [-0.419, 0.255, -0.208], [-0.033, -0.088, 0.805], [1.364, -1.013, -2.879], [-0.223, 0.470, 0.253], [-1.367, 0.967, -2.169], [-0.510, 0.205, 1.315], [0.371, -0.158, 0.043], [0.578, -0.353, 3.830], [0.199, 0.136, -0.060], [-0.161, 0.205, -0.001], [-0.315, -0.005, -0.304], [0.081, -0.164, -0.888], [-0.069, 0.056, 0.106], [0.078, -0.253, -0.051], [1.634, 0.035, -0.521], [-1.627, 2.311, 0.350], [-0.924, -1.046, -1.373], [-0.093, -0.657, -0.210], [2.031, 1.747, 2.888], [-0.846, 0.189, -2.121], [-0.434, -2.943, -0.363], [0.072, 0.259, -0.041], [-0.149, -0.270, -0.021], [-0.120, 0.129, 0.363], [-0.031, -0.476, 0.490], [-0.014, 0.092, 0.130], [0.502, 0.637, 0.429]],
  "nbo_charge": [1.114, -0.701, 0.905, -0.721, -0.648, 0.472, -0.713, 0.905, -0.739, -0.689, 0.477, -0.706, 0.909, -0.793, -0.828, 0.474, -0.701, 0.902, -0.731, -0.665, 0.477, -0.622, 0.061, -0.090, -0.471, 0.962, -0.588, -0.479, 0.204, 0.216, 0.239, 0.195, 0.175, 0.198, -0.627, 0.066, -0.093, -0.487, 0.968, -0.558, -0.484, 0.226, 0.215, 0.218, 0.174, 0.186, 0.195, -0.624, 0.085, -0.098, -0.486, 0.967, -0.565, -0.481, 0.207, 0.220, 0.227, 0.187, 0.178, 0.183]
}